Record 1
Here is a molecular structure, C38H42BIrN7O5S from the OMol25 dataset. Energies are from the ωB97M-V functional and the def2-TZVPD basis.

Total charge: -1
E_LUMO (spin up / spin down) (eV): 2.30 / 2.10
Kohn-Sham gap (spin up / spin down) (eV): 4.8 / 6.2
2S+1: 5

Each line ends with the Mulliken charge.
Geometry (Å):
N 2.660323 3.236493 -1.510896  -0.13
C 0.070937 2.404280 -3.922372  0.98
C -0.891210 3.319772 3.640811  -1.44
H 4.363527 2.241225 2.204570  0.44
H 0.495895 -4.167939 2.535223  0.56
C 0.098364 -2.773035 -5.340506  0.88
H 1.616766 -0.281413 1.856039  -0.01
H 2.416999 1.489652 3.409697  0.63
C -0.871943 -4.829884 6.131326  -1.68
O -0.334391 1.204955 0.924667  0.08
H -2.179074 -7.000785 5.069474  0.44
C 2.263207 1.724342 2.353885  0.64
H 2.495956 0.500776 0.548768  -0.01
N -0.609430 -1.283035 -1.490244  0.04
C 0.839945 3.475924 -4.729462  -0.76
H 0.259353 -6.899629 4.818910  0.43
C -0.433494 -1.871211 -2.730353  -0.33
H -1.831104 5.845797 -1.269015  0.44
H -2.810295 4.580513 0.546220  0.58
H 3.361034 -0.085914 1.962253  0.61
O 0.622550 2.707053 -0.224413  -0.92
O -0.984650 1.819137 -4.258962  -0.86
O 0.194412 -1.918017 1.077974  -0.62
C 0.530822 -1.461187 -4.994815  0.33
H 2.061520 1.358158 -6.071602  0.37
H 1.235075 3.059716 -5.647961  0.41
H -2.504745 4.311227 2.640343  0.38
H -2.247939 -3.832294 -0.028123  0.60
B -0.555519 -0.611453 0.655626  -0.48
H 1.086388 -5.422429 4.331901  0.40
C 0.332927 2.654745 3.491507  -1.14
H 0.080774 -6.308777 3.169025  0.39
C -1.172965 5.347411 -0.551223  -1.43
H -1.296199 3.500233 4.628894  0.32
C 2.432490 0.392916 1.632503  -1.25
H -0.741510 -5.733850 6.731628  0.45
C 1.851090 3.128350 -2.547498  -0.88
H 2.483030 2.667096 -0.699966  -0.08
H 1.443639 -0.872754 -6.882808  0.45
H -1.580725 2.814076 -1.590031  0.25
H -1.736978 -4.295605 6.523898  0.32
H -0.278210 5.023396 -1.087457  0.04
H -2.434668 -6.350467 3.442648  0.37
H -3.362646 -1.240621 3.648961  0.49
H 2.945432 5.622556 -3.270362  0.32
H 1.478998 2.212844 -3.515409  0.09
C -0.355422 -3.559166 2.805860  -0.72
N 1.961509 3.837172 -3.739002  0.19
H -1.902079 -4.881253 -2.272733  0.53
C 3.392760 2.689993 1.976863  -1.25
C 2.992043 4.809020 -4.001102  -1.19
C -1.093932 3.574880 1.244421  0.65
C 0.163822 2.844411 1.003978  0.39
C -0.598713 -3.618624 -4.389632  0.80
N 0.260858 -3.364932 -6.519443  -0.80
C 0.167567 -5.997991 4.211163  -2.08
C -2.380094 3.164674 -0.942971  -1.61
C -1.233952 -3.910078 3.832102  0.63
C 0.894826 2.403179 2.267893  1.10
C -2.527181 -1.885365 3.410442  -2.46
H -3.129409 3.633906 -1.587917  0.57
H -1.458877 -1.592224 0.419430  0.72
H 0.225063 4.360182 -4.932891  0.39
C 0.250418 -1.039920 -3.676433  -0.47
H 2.853280 5.226292 -4.994008  0.37
H 3.434231 3.873274 -1.526062  0.28
C -1.249797 -2.031114 -0.603418  0.46
C -1.572317 3.773472 2.507138  -1.04
C -2.304619 -3.065473 4.115680  -0.26
C 1.212210 -0.565098 -5.868836  -1.32
H -2.997976 -3.315956 4.909289  0.36
S -0.409028 -4.846443 -6.413103  0.00
N -0.929697 -4.789002 -4.870527  -0.77
H 0.856711 2.334817 4.385413  0.35
C -1.052915 -5.188986 4.650251  1.96
C -1.734702 -3.303849 -0.818674  -0.82
N 0.561284 0.139993 -3.163185  0.14
C -2.291565 -6.080994 4.489989  -1.64
C -1.654118 -1.556627 2.397936  1.59
N 0.752280 2.255077 -2.567915  0.84
H -0.871407 6.086264 0.195504  0.37
C 1.216208 1.042077 -4.060983  -0.15
H 3.397461 2.948686 0.922370  0.05
C -0.880546 -3.159481 -3.037101  0.39
H 0.007239 -4.198422 6.266015  0.38
C -1.895956 4.169072 0.105548  0.71
H 3.312962 3.619977 2.543178  0.36
Ir 0.065214 0.750679 -0.924462  2.02
C 1.549108 0.663802 -5.419092  -1.46
H -2.840321 2.295602 -0.470385  0.20
O -1.699597 -0.436899 1.604496  -0.24
C -1.540855 -3.882741 -2.064526  -1.02
H -3.194943 -5.580448 4.838287  0.32
C -0.572488 -2.392913 2.101261  0.08
H 3.981695 4.345156 -3.953378  0.36

Cartesian forces (eV/Å) of the 6 atoms listed first:
1.72 0.13 -0.64
0.16 -2.20 -1.63
0.03 -0.03 0.06
0.00 -0.03 -0.02
0.00 -0.02 0.04
-0.01 0.14 0.12



Record 2
Here is 5 unconnected molecules or ions with the total composition C10H30O10 from the OMol25 dataset. Energies are from the ωB97M-V functional and the def2-TZVPD basis.

SMILES: OCCO.OCCO.OCCO.OCCO.OCCO
E_LUMO (eV): 0.64
Kohn-Sham gap (eV): 9.6

Each line ends with the Mulliken charge.
Geometry (Å):
H 3.689489 -2.841400 -1.956856  0.24
O 1.761946 -2.422031 -2.658341  -0.53
H -1.881138 5.298234 -2.734028  0.37
O -2.491912 -0.169875 -0.355585  -0.54
O -0.391770 -2.347408 -0.897890  -0.57
O 5.450995 0.435016 1.439812  -0.53
H -2.286254 2.578486 3.857596  0.23
H 0.330472 -1.547998 0.856258  0.14
H -3.977097 3.225178 4.182336  0.35
H 4.701940 -1.096690 2.599051  0.35
H -2.933659 4.454419 -1.564442  0.22
O -3.184548 0.127013 3.196766  -0.47
O -3.517672 2.709900 2.255165  -0.50
O 3.315691 -5.429601 -1.416038  -0.53
H 2.069007 -1.810531 -3.332196  0.24
C 2.280142 -4.483159 -1.589569  -0.33
H 1.387065 -4.860300 -2.099439  0.33
H 0.303585 -2.279281 -1.563794  0.38
H -2.064807 0.674259 -0.542972  0.45
C 4.857247 -0.865920 1.539898  -0.58
H -0.537888 3.595543 -2.218194  0.38
C -3.351821 2.493302 3.664034  -0.36
C -1.507880 3.223168 -2.544486  -0.53
C 3.580580 -0.802637 0.776119  0.06
H -1.346874 2.907832 -3.587762  0.30
H -4.390040 3.076798 2.093795  0.28
C -2.477354 4.396524 -2.559105  -0.40
H -3.583439 0.846748 5.041781  0.30
H 2.939466 -6.306702 -1.314212  0.31
H 3.249098 -3.726945 -3.345130  0.33
H 1.929166 -4.132696 -0.611020  0.20
H 3.863222 -0.491335 -0.241665  0.15
H -2.161496 -1.785426 0.853769  0.36
H -4.921404 1.029233 3.910241  0.29
H 3.009902 0.738045 1.860686  0.32
H 0.244180 -0.407995 -0.461279  0.32
H -1.497070 -0.313452 1.461612  0.26
H -2.778967 1.818858 -2.093407  0.25
H -3.612612 5.093952 -3.979727  0.30
C -3.830206 1.100693 4.009034  -0.43
O -3.466916 4.240352 -3.566930  -0.51
O 2.610110 0.017114 1.365113  -0.48
O -1.930059 2.135944 -1.766673  -0.53
H 6.322692 0.413545 1.843996  0.29
C 2.825849 -3.353028 -2.401735  -0.30
C -0.287161 -1.250819 -0.005377  -0.13
C -1.643133 -0.880599 0.531917  -0.50
H 3.166398 -1.809782 0.687380  0.07
H -3.358446 0.398857 2.285751  0.30
H 5.523374 -1.613380 1.095729  0.35

Cartesian forces (eV/Å) of the 6 atoms listed first:
-0.29 -0.08 0.52
0.47 -0.25 -0.04
-0.17 0.06 0.01
0.00 -0.21 0.12
-0.17 0.05 -0.14
0.04 0.02 0.00



Record 3
Here is a molecular structure, C48H60CuFN4O3SiTe from the OMol25 dataset. Energies are from the ωB97M-V functional and the def2-TZVPD basis.

Total charge: -2
E_LUMO (eV): 3.95
Kohn-Sham gap (eV): 4.8

Each line ends with the Mulliken charge.
Geometry (Å):
H 1.037789 0.326110 5.971428  0.33
H 0.774780 2.420691 2.849122  0.31
H 0.253903 4.390820 0.878834  0.32
H 2.623176 2.935828 3.805252  0.34
C -0.238054 3.417361 -2.302071  -0.35
Cu 1.674214 -0.400799 -1.415912  -0.50
O 1.422620 0.085898 -3.495378  -1.09
O 0.498586 1.450823 -5.387848  -0.80
H -8.095760 -1.506869 -4.072758  0.33
H -3.462612 -0.232385 3.250703  0.53
H -0.069850 2.556801 -2.937400  0.62
H -0.816929 1.687044 3.002628  0.64
N 0.437476 0.931462 -0.742826  1.02
H 1.659397 -1.919866 5.757956  0.34
C -1.024029 5.668884 -1.992456  -0.50
C 0.746141 0.439848 3.796157  3.24
F 2.361505 -0.486622 1.668304  -0.57
H -6.063487 -3.063423 -1.303372  0.35
C -3.649551 -2.563791 -0.374729  -2.01
C -0.795583 4.578598 -2.818438  -0.42
Si 2.468859 -0.161892 3.242652  -0.27
C 4.952274 0.859853 2.395937  -2.16
C -0.890242 -1.927434 -5.434350  -0.37
N 4.120902 -1.955324 -0.600364  -0.14
C -3.451936 0.415424 2.383090  -1.27
H -8.379588 -2.049843 -2.418269  0.33
H -4.760901 1.890780 3.240111  0.37
C 3.855360 -3.112719 -1.217864  0.89
H -4.067930 -2.299942 0.599852  0.31
O 1.925581 2.426851 0.183722  -0.84
H 0.308857 1.134132 1.762995  0.14
H 2.902195 2.617318 2.080387  0.26
H 2.825186 -3.916277 -3.000146  0.33
H -3.219766 1.612721 -3.531816  -0.15
C -4.178442 1.593760 2.375573  -0.90
H 2.327012 -2.966579 2.219652  0.24
H 4.563716 0.966253 1.384950  0.33
H -0.827371 6.446609 0.000282  0.36
C 3.846698 1.162723 3.418267  2.78
C -1.861557 -0.623687 -7.186958  -0.37
H 2.493412 -3.956971 3.674836  0.54
H 1.426949 1.895528 5.281672  0.33
H 4.304940 -5.206606 -1.449881  0.40
H -1.471092 6.573063 -2.389296  0.32
C -3.710844 -0.740638 -2.142022  -1.14
H -4.705629 3.324442 1.236172  0.38
C 4.581404 -4.282562 -0.956045  -0.81
C -1.771112 -1.828158 -6.496255  -0.78
H -0.295595 -1.198443 2.803760  0.39
H 4.202347 3.250097 3.102323  0.61
H -3.511855 3.989598 -0.777250  0.55
C 2.959678 -1.876277 3.998959  2.77
H -3.782737 -3.639128 -0.512691  0.61
C 0.127348 3.333205 -0.962451  0.21
H 1.092397 -2.914340 3.461564  0.37
H 6.761828 -2.920091 1.234426  0.44
H 0.990808 1.183639 -4.554830  0.45
C 5.933365 -3.019117 0.546275  -0.53
C -0.099396 -0.852230 -5.040774  0.60
C -7.688499 -2.111786 -3.262419  -1.57
C 0.882541 2.111237 -0.457620  0.05
H -0.798122 -2.844041 -4.870920  0.43
C -2.675180 0.862492 0.123277  0.67
H -2.380417 -2.673387 -6.781978  0.37
H -4.545137 1.389327 -4.693544  0.45
H -1.164157 1.410024 -7.325739  0.38
H -1.055744 4.624104 -3.869125  0.39
H -2.685797 2.784059 -1.767047  -0.69
H -3.071598 0.424629 -4.800144  -0.09
C 4.432673 -2.225268 3.738380  -2.19
Te -1.606101 0.079320 -1.556284  0.23
H 5.375085 -0.134637 2.503443  0.42
C -2.700998 0.073529 1.269260  -0.38
C 2.716959 -1.950337 5.510974  -1.97
H 4.891268 0.269639 5.143675  0.31
H 5.321990 -0.959386 0.713354  0.53
H 4.622245 -3.244009 4.095020  0.65
C -0.664623 5.594581 -0.650599  -0.69
C 5.133469 -1.921379 0.248730  -0.34
H -6.190528 -0.149775 -4.408522  0.20
C -3.416531 2.045263 0.113464  1.04
H 4.663127 -2.209752 2.671357  0.08
C -4.401858 -0.176757 -3.226164  1.32
H -2.102771 -0.824843 1.289691  0.77
C 0.235933 1.484233 2.790805  -2.39
C -4.142299 2.396461 1.250374  -0.61
N 1.139267 -2.197197 -3.478257  -0.95
C 2.827481 -3.112806 -2.262550  -1.03
C 0.753694 1.046475 5.204576  -1.97
H 5.215806 1.975829 4.873855  0.50
H 3.204332 -1.139309 6.050153  0.29
C -3.780796 0.878169 -4.105543  -0.97
H -1.260927 -0.299198 3.959345  0.43
C -1.095620 0.462127 -6.810422  -0.62
H 3.118221 -2.892497 5.901144  0.50
C 3.343385 2.570282 3.077169  -1.91
C -0.073054 4.445588 -0.151129  -0.27
H -2.552462 -0.525396 -8.015824  0.33
H 5.129056 -1.566385 4.247524  0.20
H 3.685912 1.467583 5.579427  0.31
N 1.980332 -2.136493 -2.371518  0.97
C -0.215076 0.364760 -5.730486  0.62
H 6.212574 -5.124182 0.153227  0.39
H -0.251357 1.406066 5.443915  0.51
C -3.514756 2.942185 -1.081098  -1.23
C 0.868121 -0.979110 -3.914447  0.62
C -5.609599 -2.237127 -1.846288  -0.64
H -0.072800 -1.457616 4.537395  0.25
C 5.633728 -4.232261 -0.065039  -0.41
H -7.678600 -3.152404 -3.596491  0.31
C -4.334050 -1.808181 -1.485950  1.74
C -5.678097 -0.617626 -3.572163  -0.92
C 4.437243 1.207301 4.835034  -1.88
H -2.582769 -2.345735 -0.354098  -0.01
C -0.267705 -0.709063 3.773599  -2.10
H 5.765260 1.581893 2.530984  0.51
H -4.442055 2.742965 -1.624469  0.37
C 2.160478 -2.984875 3.295057  -1.95
C -6.308932 -1.641492 -2.881766  0.98

Cartesian forces (eV/Å) of the 6 atoms listed first:
0.03 -0.11 0.09
0.12 0.16 -0.01
0.04 0.01 0.06
-0.10 0.05 0.09
0.04 -0.07 -0.04
-0.18 -0.02 0.82



Record 4
Here is a molecular structure, C25H54Cl2N6O11Tl from the OMol25 dataset. Energies are from the ωB97M-V functional and the def2-TZVPD basis.

Total charge: +1
E_LUMO (eV): -7.73
Kohn-Sham gap (eV): 3.5

Each line ends with the Mulliken charge.
Geometry (Å):
C -17.027620 -9.837081 2.807892  -0.36
H -16.914122 -5.691410 -0.698072  0.31
C -8.323487 -5.796364 9.536938  -0.86
H -13.870466 -7.729730 6.863185  0.32
H -18.257585 -6.671180 -1.628791  0.32
H -9.682321 -4.459855 -6.327125  0.25
H -11.084994 -12.383926 -0.756109  0.28
N -12.767078 -9.481194 6.280909  -0.15
H -15.531545 -7.790863 -5.333308  0.31
C -5.524419 -3.058174 1.213497  0.61
C -8.693367 -4.583427 -5.885724  -0.99
H -9.807085 -7.137828 1.285710  0.30
C -17.253974 -12.076084 2.872528  0.68
H -9.085305 -6.436888 9.981309  0.30
H -12.504459 -8.929359 5.476799  0.22
C -11.659988 -11.445646 5.314343  -0.96
C -10.726131 -11.934786 -2.875411  -0.28
C -14.111279 -0.767148 -3.394492  -0.94
O -17.733588 -13.164877 3.163825  -0.54
H -7.768042 -5.358698 10.366412  0.32
H -17.918843 -4.991385 -2.024680  0.27
H -15.064100 -1.031810 -3.852945  0.33
N -14.211013 -1.179669 -1.997153  -0.14
C -15.902483 -10.464745 2.012079  -0.17
C -11.190054 -6.290059 -0.274237  -0.09
H -17.785371 -9.378154 2.172822  0.27
C -10.871919 -7.070690 1.062749  -0.16
H -9.760845 -12.416675 -3.030660  0.34
C -11.548886 -12.527652 -1.731938  -0.47
N -5.789161 -3.779577 0.137651  -0.09
H -13.732785 0.253893 -3.442624  0.30
C -15.443964 -6.987055 -4.602326  -0.96
H -6.743820 -3.944718 -0.147725  0.19
H -12.984004 -8.445824 8.179752  0.27
H -5.210260 -5.218093 -1.252605  0.31
C -15.106832 -0.774771 -1.086958  0.68
H -8.833424 -5.182347 -4.985843  0.30
H -6.007773 -7.382678 6.702850  0.34
H -6.765428 -1.031676 -4.585115  0.30
O -10.890787 -4.886724 -0.287171  -0.39
H -10.945449 -10.684692 5.000529  0.28
H -14.410085 -9.268811 7.521663  0.31
H -7.492983 -7.596999 5.579713  0.21
H -8.798239 -4.905053 9.126734  0.29
C -16.698969 -6.837036 -3.728584  0.76
O -6.406848 -2.884017 2.034802  -0.66
H -8.672564 -2.991293 -3.730550  0.24
C -17.488944 -5.898842 -1.600659  -0.86
Cl -11.825501 -14.299131 -1.974132  -0.17
H -7.094438 -7.323261 8.811130  0.23
H -14.934898 -10.349508 2.500549  0.20
O -7.383990 -2.722428 -6.570103  -0.61
H -11.158190 -12.313548 5.742173  0.30
C -7.761419 -1.269227 -4.211344  -0.92
H -6.472795 -6.153857 5.582750  0.25
C -4.809434 -4.327953 -0.767749  -1.01
H -12.132274 -11.811648 4.402708  0.23
O -11.682356 -6.728708 2.153242  -0.38
H -13.320006 -1.407897 -3.783624  0.35
H -14.570587 -7.142356 -3.968928  0.26
H -3.461543 -2.855668 0.740654  0.31
C -4.091357 -2.643834 1.604680  -0.94
H -16.165105 0.714217 -2.290473  0.35
Tl -11.371813 -2.511998 3.652315  0.99
H -3.821303 -4.636690 -0.426601  0.34
C -6.876889 -6.951677 6.205887  -0.90
C -7.705677 -6.118472 7.201935  0.67
N -8.268289 -2.584414 -4.561886  -0.15
H -8.084460 -5.177951 -6.566799  0.30
H -12.511556 -12.060241 -1.524828  0.33
H -15.536553 -6.291024 -2.255059  0.11
N -7.639175 -6.538530 8.483158  -0.19
H -3.942271 -1.609557 1.914784  0.30
O -17.649064 -10.934769 3.445508  -0.33
H -12.269015 -6.277678 -0.428476  0.18
C -16.321562 0.046596 -1.443186  -1.01
O -13.231458 -11.525010 7.122501  -0.61
H -11.032097 -8.119363 0.812285  0.24
H -10.841486 -6.904286 -1.104501  0.31
H -17.193540 -0.538554 -1.735359  0.26
H -16.673124 0.688694 -0.635585  0.30
H -15.908426 -9.865717 1.101453  0.25
Cl -11.673613 -11.871128 -4.363048  -0.17
O -17.826097 -7.114460 -4.152853  -0.65
O -16.429716 -11.775477 1.852608  -0.31
H -16.563997 -9.147584 3.513402  0.30
O -14.894442 -1.036424 0.100428  -0.70
H -10.571894 -10.877096 -2.661839  0.14
O -8.356065 -5.207995 6.746959  -0.65
C -12.615266 -10.839189 6.317313  0.70
C -8.050584 -3.230813 -5.701111  0.67
H -7.770026 -1.156420 -3.127235  0.32
H -15.342178 -6.070379 -5.183215  0.24
H -8.427458 -0.503477 -4.608995  0.30
H -13.457250 -1.722707 -1.600870  0.23
H -4.664885 -3.653748 -1.611938  0.37
H -3.634652 -3.250796 2.386415  0.26
N -16.505147 -6.415071 -2.512991  -0.11
C -13.527378 -8.683065 7.265103  -0.91

Cartesian forces (eV/Å) of the 6 atoms listed first:
0.30 0.36 0.42
-0.87 -0.18 0.34
-0.97 0.31 0.16
0.18 -0.17 -0.42
-0.29 0.27 1.05
0.02 0.09 -0.12



Values of maximum force, in order: 10.4 1.3 1.1 7.6, all in eV/A.